{"formula": "C3H8NO3", "method": "wB97M-V/def2-TZVPD", "total_charge": -1, "orbital_gap_ev": 7.12, "spin_multiplicity": 1, "elements": ["O", "C", "N", "C", "O", "C", "H", "H", "H", "H", "H", "H", "H", "H", "O"], "positions_angstrom": [[0.941, 0.621, 1.720], [0.983, -0.155, 0.768], [-0.130, -0.705, -0.024], [-1.435, -0.228, 0.479], [-2.526, -0.473, -0.325], [2.288, -0.618, 0.134], [0.482, 0.287, -0.232], [-1.456, -0.818, 1.413], [-1.344, 0.828, 0.726], [2.101, -1.288, -0.705], [3.006, -1.087, 0.804], [2.786, 0.226, -0.356], [-2.174, 0.006, -1.200], [-1.755, 2.061, -1.286], [-1.768, 1.341, -1.917]], "forces_ev_per_a": [[-0.2, -0.5, 0.0], [0.6, -2.1, 2.0], [2.3, 2.6, 0.9], [-0.1, -0.6, 1.1], [1.5, -0.6, -0.6], [0.6, 0.0, -0.9], [-2.8, 0.1, -4.0], [-0.8, 0.3, 0.1], [0.0, 0.2, 0.2], [-0.2, -0.2, 0.3], [-0.3, 0.1, 0.3], [0.0, 0.2, 0.4], [-1.0, 1.1, 0.5], [-0.1, 0.1, 0.2], [0.4, -0.6, -0.5]], "nbo_charge": [-0.63, 0.47, -0.45, 0.07, -0.77, -0.69, 0.38, 0.14, 0.16, 0.23, 0.22, 0.22, 0.52, 0.40, -1.28]}